{
  "formula": "C34H52BN7O4SbTi",
  "method": "the ωB97M-V functional and the def2-TZVPD basis",
  "de_lowest_kj_mol": 1.0,
  "homo_ev": [-7.726, -8.362],
  "total_energy_ha": -3125.84228,
  "orbital_gap_ev": [7.271, 7.702],
  "total_charge": 0,
  "multiplicity": 2,
  "s_squared": 0.756,
  "symbols": ["Ti", "C", "C", "C", "C", "C", "C", "N", "N", "B", "N", "C", "C", "C", "N", "C", "C", "C", "N", "C", "C", "C", "N", "C", "C", "C", "H", "H", "H", "H", "H", "H", "H", "H", "H", "H", "H", "H", "H", "H", "H", "H", "H", "H", "H", "H", "H", "H", "H", "H", "H", "H", "H", "H", "O", "C", "O", "C", "C", "C", "C", "C", "N", "C", "O", "O", "H", "H", "H", "C", "C", "C", "Sb", "C", "C", "C", "C", "C", "C", "H", "H", "H", "H", "H", "H", "H", "H", "H", "H", "H", "H", "H", "H", "H", "H", "H", "H", "H", "H", "H"],
  "positions_angstrom": [[-0.564, -0.145, 0.111], [-4.011, -0.831, -2.803], [-3.472, 0.592, -2.624], [-4.256, 1.564, -3.508], [-3.544, 0.996, -1.182], [-4.722, 1.304, -0.490], [-4.317, 1.557, 0.798], [-2.986, 1.422, 0.855], [-2.492, 1.081, -0.363], [-2.142, 1.623, 2.120], [-1.597, 0.277, 2.706], [-1.877, -0.251, 3.901], [-0.982, -1.271, 4.158], [-0.160, -1.322, 3.028], [-0.540, -0.375, 2.164], [1.041, -2.188, 2.782], [0.651, -3.636, 2.469], [1.981, -2.139, 3.989], [-0.917, 2.471, 1.777], [-0.514, 3.597, 2.378], [0.761, 3.877, 1.945], [1.088, 2.833, 1.063], [0.050, 1.991, 0.962], [2.416, 2.641, 0.381], [2.322, 2.825, -1.134], [3.480, 3.570, 0.962], [-3.991, -1.119, -3.857], [-5.043, -0.888, -2.454], [-3.433, -1.556, -2.230], [-2.424, 0.616, -2.932], [-5.327, 1.474, -3.321], [-4.082, 1.337, -4.562], [-3.968, 2.600, -3.323], [-5.726, 1.331, -0.878], [-4.880, 1.841, 1.671], [-2.814, 2.153, 2.956], [-2.673, 0.149, 4.506], [-0.941, -1.894, 5.034], [1.570, -1.766, 1.926], [0.212, -4.110, 3.349], [1.532, -4.209, 2.174], [-0.080, -3.690, 1.662], [1.526, -2.637, 4.847], [2.203, -1.109, 4.270], [2.920, -2.645, 3.759], [-1.155, 4.112, 3.074], [1.377, 4.710, 2.230], [2.724, 1.610, 0.559], [1.892, 3.796, -1.390], [1.703, 2.039, -1.564], [3.318, 2.757, -1.578], [3.263, 4.616, 0.732], [4.449, 3.325, 0.524], [3.559, 3.463, 2.044], [3.263, -1.052, -0.558], [2.057, -1.062, -0.474], [1.306, -0.073, -0.067], [1.197, -2.239, -0.826], [1.589, -3.451, -1.348], [0.622, -4.428, -1.561], [-0.694, -4.167, -1.199], [-1.007, -2.928, -0.679], [-0.086, -1.967, -0.541], [-2.327, -2.476, -0.093], [-3.302, -3.196, -0.069], [-2.208, -1.274, 0.358], [2.635, -3.619, -1.569], [0.894, -5.386, -1.983], [-1.475, -4.910, -1.289], [-1.261, -0.298, -6.008], [-0.862, -0.946, -4.689], [-0.102, -2.249, -4.926], [0.233, 0.256, -3.169], [-0.063, 2.416, -3.627], [-0.700, 3.121, -2.429], [-0.802, 2.801, -4.902], [2.286, 0.258, -4.022], [2.296, 0.752, -5.464], [3.040, -1.062, -3.896], [-1.748, -1.046, -6.643], [-0.400, 0.087, -6.552], [-1.964, 0.518, -5.862], [-1.772, -1.189, -4.138], [0.738, -2.094, -5.604], [-0.764, -2.990, -5.386], [0.283, -2.680, -3.998], [0.975, 2.749, -3.713], [-1.776, 2.958, -2.409], [-0.534, 4.201, -2.501], [-0.299, 2.788, -1.473], [-1.847, 2.495, -4.859], [-0.354, 2.375, -5.798], [-0.786, 3.891, -5.006], [2.782, 0.994, -3.384], [1.826, 0.024, -6.128], [3.330, 0.882, -5.799], [1.786, 1.707, -5.581], [2.578, -1.852, -4.486], [3.125, -1.391, -2.862], [4.060, -0.929, -4.273]],
  "forces_ev_per_angstrom": [[-1.60, 2.70, 0.02], [0.10, 0.04, -0.02], [-0.06, -0.03, 0.01], [0.07, 0.00, 0.01], [0.01, 0.08, 0.00], [-0.02, -0.03, -0.01], [0.01, -0.01, -0.09], [-0.22, 0.09, 0.07], [-0.06, 0.20, 0.15], [0.20, -0.10, -0.12], [-0.04, 0.20, 0.26], [0.07, -0.01, 0.00], [-0.08, -0.15, -0.06], [0.04, 0.20, 0.08], [-0.04, -0.41, 0.82], [-0.09, -0.09, 0.03], [0.04, 0.09, -0.03], [0.01, 0.04, -0.10], [-0.07, 0.16, 0.14], [0.05, 0.00, -0.06], [-0.01, 0.02, -0.03], [0.03, 0.02, 0.05], [-0.16, 0.03, -0.14], [0.03, -0.02, -0.08], [0.10, -0.06, 0.13], [-0.05, -0.05, -0.03], [-0.02, 0.00, -0.01], [0.00, -0.01, 0.01], [-0.04, -0.01, -0.02], [0.02, 0.03, 0.03], [0.00, 0.01, 0.01], [-0.03, 0.00, -0.01], [0.02, 0.01, -0.02], [0.01, 0.01, -0.01], [0.04, 0.00, 0.02], [-0.03, 0.01, 0.03], [-0.01, 0.03, -0.03], [0.04, 0.02, 0.01], [-0.01, 0.01, 0.00], [-0.02, -0.01, -0.01], [0.00, -0.02, 0.03], [-0.01, -0.02, 0.01], [0.01, 0.01, 0.02], [0.03, -0.01, 0.00], [-0.01, -0.03, 0.02], [-0.02, -0.03, 0.00], [0.01, -0.01, 0.01], [0.03, 0.03, 0.03], [0.01, -0.01, -0.01], [0.04, 0.07, 0.00], [0.00, -0.01, -0.02], [0.00, 0.01, 0.01], [0.01, 0.03, 0.01], [0.01, 0.01, 0.00], [-0.05, -0.12, -0.02], [0.24, 0.19, 0.02], [1.77, -0.25, -0.07], [-0.39, -0.03, 0.02], [0.21, -0.04, -0.02], [-0.15, 0.13, 0.07], [0.03, -0.21, -0.11], [0.16, 0.35, 0.13], [0.86, -2.53, -0.48], [-0.09, -0.07, 0.02], [0.07, -0.08, -0.05], [-0.55, -0.57, -0.30], [0.00, 0.02, 0.02], [0.01, -0.01, 0.02], [-0.03, 0.04, 0.00], [-0.03, -0.08, 0.08], [0.22, 0.23, 0.28], [-0.05, 0.04, 0.05], [-0.05, 0.46, -0.92], [-0.05, -0.26, 0.13], [0.02, -0.03, -0.04], [0.12, -0.03, 0.03], [-0.35, -0.15, 0.17], [0.01, 0.00, 0.12], [0.02, 0.07, 0.05], [0.00, 0.02, -0.02], [0.01, 0.01, -0.04], [-0.02, 0.05, -0.02], [-0.02, -0.02, 0.02], [0.03, -0.02, 0.01], [0.01, 0.00, -0.01], [0.02, -0.04, -0.02], [0.03, -0.06, 0.02], [-0.07, -0.04, 0.03], [-0.02, 0.00, -0.02], [-0.11, 0.04, -0.02], [-0.04, 0.00, -0.02], [-0.03, -0.01, -0.03], [-0.03, 0.00, -0.02], [-0.04, 0.04, 0.00], [-0.01, 0.01, -0.04], [-0.01, 0.00, -0.03], [-0.01, 0.01, -0.05], [0.00, -0.03, 0.00], [0.01, -0.01, -0.05], [0.00, -0.02, -0.01]]
}

=====

{
  "formula": "C19H42BrN3O9S",
  "method": "the ωB97M-V functional and the def2-TZVPD basis",
  "homo_ev": -8.706,
  "total_energy_ha": -4562.54121,
  "orbital_gap_ev": 9.171,
  "total_charge": 0,
  "multiplicity": 1,
  "symbols": ["O", "N", "O", "C", "C", "C", "C", "Br", "C", "C", "O", "S", "O", "O", "C", "H", "H", "H", "H", "H", "H", "H", "H", "H", "H", "H", "H", "C", "O", "C", "C", "N", "C", "C", "O", "C", "H", "H", "H", "H", "H", "H", "H", "H", "H", "H", "H", "H", "H", "H", "H", "C", "O", "C", "C", "N", "C", "C", "O", "C", "H", "H", "H", "H", "H", "H", "H", "H", "H", "H", "H", "H", "H", "H", "H"],
  "positions_angstrom": [[0.468, -0.375, 4.603], [0.243, -1.137, 3.754], [-0.042, -0.469, 2.552], [-0.579, -1.360, 1.567], [0.487, -2.379, 1.132], [1.780, -1.832, 0.521], [2.817, -1.310, 1.512], [2.901, 0.643, 1.556], [-1.071, -0.521, 0.395], [-1.671, 0.840, 0.786], [-2.344, 0.886, 2.062], [-3.447, -0.284, 2.322], [-4.254, 0.245, 3.384], [-2.527, -1.427, 3.091], [-1.758, -2.178, 2.147], [0.744, -3.013, 1.982], [0.033, -3.035, 0.382], [2.248, -2.665, -0.011], [1.605, -1.063, -0.230], [3.824, -1.602, 1.229], [2.634, -1.615, 2.538], [-0.255, -0.322, -0.302], [-1.814, -1.079, -0.173], [-2.394, 1.133, 0.021], [-0.897, 1.600, 0.825], [-1.417, -3.091, 2.628], [-2.426, -2.469, 1.330], [-10.474, -0.399, -1.051], [-9.891, -1.684, -1.132], [-9.423, -2.046, -2.424], [-7.911, -2.097, -2.469], [-7.331, -0.765, -2.365], [-5.886, -0.740, -2.173], [-5.313, -1.377, -0.911], [-5.628, -0.695, 0.284], [-6.879, -1.024, 0.867], [-10.951, -0.322, -0.075], [-9.731, 0.400, -1.139], [-11.236, -0.260, -1.824], [-9.813, -1.364, -3.186], [-9.808, -3.046, -2.639], [-7.602, -2.544, -3.419], [-7.584, -2.765, -1.661], [-7.769, -0.273, -1.598], [-5.577, 0.308, -2.179], [-5.415, -1.214, -3.042], [-4.221, -1.329, -1.000], [-5.572, -2.439, -0.823], [-7.144, -2.070, 0.692], [-7.681, -0.380, 0.499], [-6.786, -0.857, 1.941], [8.902, 4.863, 0.668], [8.756, 4.452, -0.676], [9.757, 3.553, -1.135], [9.195, 2.165, -1.356], [8.855, 1.522, -0.095], [8.102, 0.279, -0.225], [6.723, 0.331, -0.875], [5.746, 1.015, -0.117], [5.718, 2.419, -0.280], [8.198, 5.676, 0.836], [8.675, 4.057, 1.376], [9.914, 5.230, 0.864], [10.604, 3.525, -0.443], [10.119, 3.936, -2.094], [9.948, 1.559, -1.870], [8.331, 2.266, -2.027], [8.319, 2.167, 0.470], [7.973, -0.128, 0.781], [8.717, -0.439, -0.779], [6.367, -0.700, -0.954], [6.758, 0.727, -1.898], [6.003, 2.716, -1.293], [6.364, 2.927, 0.442], [4.694, 2.747, -0.094]],
  "forces_ev_per_angstrom": [[0.19, 0.08, 0.00], [-0.21, -0.13, -0.06], [0.01, 0.26, -0.01], [0.25, -1.08, 0.03], [0.04, 0.18, -0.45], [0.24, -0.18, 0.14], [0.10, 0.32, -0.02], [-0.16, -0.02, 0.10], [0.06, 0.71, 0.05], [-0.28, -0.09, -0.20], [0.12, -0.34, -0.01], [-0.01, 0.08, 0.13], [-0.14, -0.01, 0.02], [0.21, 0.17, -0.23], [-0.34, 0.31, 0.01], [-0.05, 0.01, 0.07], [-0.13, 0.00, 0.07], [-0.02, 0.01, -0.02], [-0.10, -0.05, -0.06], [-0.02, -0.03, 0.01], [-0.04, -0.08, -0.01], [0.02, 0.09, 0.06], [0.02, -0.24, 0.11], [0.08, 0.06, -0.05], [0.00, 0.00, 0.28], [0.02, 0.14, 0.31], [0.17, -0.14, -0.12], [-0.01, -0.08, 0.05], [0.01, 0.14, -0.01], [-0.02, -0.21, -0.05], [0.04, 0.14, 0.09], [-0.02, -0.08, 0.13], [-0.07, 0.13, -0.08], [0.21, -0.03, -0.03], [-0.25, -0.04, -0.12], [0.10, 0.13, 0.15], [0.01, -0.02, 0.01], [-0.03, 0.03, -0.06], [0.00, 0.03, -0.01], [0.04, 0.06, 0.02], [-0.03, 0.02, 0.00], [0.03, -0.01, 0.00], [-0.02, -0.08, -0.05], [-0.01, 0.01, -0.01], [0.03, -0.01, -0.01], [0.00, -0.04, 0.01], [0.00, 0.00, 0.03], [-0.10, 0.02, -0.01], [-0.02, 0.00, -0.04], [-0.05, -0.08, -0.05], [0.03, -0.01, -0.01], [-0.04, 0.03, -0.07], [0.01, -0.03, 0.13], [0.05, 0.02, -0.21], [-0.10, -0.02, 0.14], [-0.10, 0.06, -0.07], [0.10, 0.03, 0.13], [-0.04, -0.17, -0.06], [0.16, 0.00, -0.09], [-0.16, -0.03, 0.12], [-0.01, -0.01, -0.02], [0.07, 0.00, 0.03], [0.01, -0.01, 0.03], [-0.04, -0.04, 0.06], [0.01, 0.02, 0.02], [-0.01, -0.02, -0.01], [0.06, 0.01, -0.08], [0.01, 0.00, 0.01], [0.00, -0.03, -0.01], [-0.01, 0.01, -0.04], [-0.01, 0.01, 0.00], [0.05, 0.09, 0.03], [0.04, 0.01, 0.00], [0.06, 0.04, -0.07], [-0.01, -0.03, -0.01]]
}